[1]
2 unconnected molecules or ions with the total composition C3H7NO. Source: the Open Molecules 2025 dataset; level of theory: ωB97M-V with the def2-TZVPD basis set.

Structure (ORCA input):
```
! wB97M-V def2-TZVPD RIJCOSX def2/J DEFGRID3
* xyz 1 2
C 2.06363 -1.04289 -0.76140
N 2.34937 -1.70049 0.29091
H 0.96917 -0.95253 -0.85937
H 2.59302 -0.56269 -1.56980
H 3.35900 -1.58454 0.45680
C -2.65872 0.53168 0.01996
C -1.53334 1.31347 0.10023
O -0.40390 0.77587 0.46539
H -3.63630 0.98819 -0.07354
H -2.59459 -0.54039 -0.15329
H -1.55427 2.34706 -0.23942
H 0.20138 1.52513 0.59663
*
```

Output
Lowest unoccupied orbital energy (spin up / spin down) (eV): -5.3 / -8.8
Expectation value of S²: 0.76
Frontier orbital gap (spin up / spin down) (eV): 8.0 / 4.5
Relative energy (zero: lowest compared OMol25 entry of this formula, charge and spin) (kJ/mol): 213.58
HOMO (spin up / spin down) (eV): -13.4 / -13.3

=====

[2]
2 unconnected molecules or ions with the total composition C3H7NO2. Source: the Open Molecules 2025 dataset; level of theory: ωB97M-V with the def2-TZVPD basis set.

Structure (ORCA input):
```
! wB97M-V def2-TZVPD RIJCOSX def2/J DEFGRID3
* xyz -1 2
C -0.84387 0.90685 1.00819
C 0.38596 0.45863 1.48709
N -0.96600 1.42023 -0.26951
H -1.65068 0.91111 1.72025
H 0.31735 0.09023 2.51049
H 1.33137 0.91754 1.20008
H -1.91384 1.28033 -0.61107
H 0.67029 -0.89427 0.26447
H -0.35379 1.24610 -1.04748
O 1.06288 -1.62257 -0.36482
C 0.71168 -1.55296 -1.65097
O 0.44661 -0.55091 -2.27152
H 0.80204 -2.61032 -1.97520
*
```

Output
Lowest unoccupied orbital energy (spin up / spin down) (eV): 4.0 / 4.0
Expectation value of S²: 0.75
Frontier orbital gap (spin up / spin down) (eV): 2.9 / 6.9
Relative energy (zero: lowest compared OMol25 entry of this formula, charge and spin) (kJ/mol): 187.60
HOMO (spin up / spin down) (eV): 1.1 / -2.9

=====

[3]
A single C3H7NO2 molecule. Source: the Open Molecules 2025 dataset; level of theory: ωB97M-V with the def2-TZVPD basis set.

Structure (ORCA input):
```
! wB97M-V def2-TZVPD RIJCOSX def2/J DEFGRID3
* xyz 0 1
C 1.49406 0.52534 1.03093
C 0.05107 0.80025 0.66125
O -0.06760 1.78500 -0.29480
C -0.91873 -0.47076 -1.06116
O -0.52874 -0.46751 0.20329
N -1.40845 -1.66842 -1.36331
H 1.56178 -0.26219 1.78830
H 1.94797 1.44010 1.42317
H 2.04386 0.21721 0.13621
H -0.54170 1.05739 1.54831
H -0.42052 1.30886 -1.08839
H -1.75529 -1.83755 -2.29290
H -1.45772 -2.42770 -0.69091
*
```

Output
Lowest unoccupied orbital energy (eV): 1.0
Frontier orbital gap (eV): 10.3
Relative energy (zero: lowest compared OMol25 entry of this formula, charge and spin) (kJ/mol): 215.32
HOMO (eV): -9.3

=====

[4]
2 unconnected molecules or ions with the total composition C3H7NO2. Source: the Open Molecules 2025 dataset; level of theory: ωB97M-V with the def2-TZVPD basis set.

Structure (ORCA input):
```
! wB97M-V def2-TZVPD RIJCOSX def2/J DEFGRID3
* xyz 0 1
C -0.31512 -1.70618 0.58087
C 0.32418 -2.59709 1.31111
N 0.30124 -0.48662 0.07620
H -1.37272 -1.86746 0.41075
H -0.27804 -3.38790 1.72530
H 1.39416 -2.52854 1.44206
H 0.82017 -0.11361 0.88023
H -0.42310 1.32824 -0.58190
H 1.00476 -0.74478 -0.61839
O -0.59448 2.26215 -0.32900
C -0.32184 3.06273 -1.36241
O 0.13587 2.70611 -2.40725
H -0.67509 4.07294 -1.12757
*
```

Output
Lowest unoccupied orbital energy (eV): 0.9
Frontier orbital gap (eV): 11.2
Relative energy (zero: lowest compared OMol25 entry of this formula, charge and spin) (kJ/mol): 160.84
SMILES string: C=CN.O=CO
HOMO (eV): -10.3

=====

[5]
A single C3H7NO2 molecule. Source: the Open Molecules 2025 dataset; level of theory: ωB97M-V with the def2-TZVPD basis set.

Structure (ORCA input):
```
! wB97M-V def2-TZVPD RIJCOSX def2/J DEFGRID3
* xyz 0 1
C -1.63081 0.31898 -0.12457
C -0.33199 -0.15766 0.49426
O -0.10859 -1.55257 0.30955
C 0.84231 0.68391 -0.05582
O 0.74261 1.85875 -0.35795
N 1.95553 -0.08069 -0.19617
H -1.87396 1.31618 0.24725
H -2.43708 -0.37640 0.12070
H -1.52464 0.38758 -1.21240
H -0.36689 -0.04692 1.58498
H -0.02053 -1.71408 -0.64088
H 1.91480 -0.95393 0.30349
H 2.83924 0.31684 -0.47244
*
```

Output
Lowest unoccupied orbital energy (eV): 0.8
Frontier orbital gap (eV): 10.5
Relative energy (zero: lowest compared OMol25 entry of this formula, charge and spin) (kJ/mol): 49.21
SMILES string: C[C@@H](O)C(N)=O
HOMO (eV): -9.7

=====

[6]
A single C3H7NO2 molecule. Source: the Open Molecules 2025 dataset; level of theory: ωB97M-V with the def2-TZVPD basis set.

Structure (ORCA input):
```
! wB97M-V def2-TZVPD RIJCOSX def2/J DEFGRID3
* xyz 0 1
N 1.85527 0.38517 0.54091
C 1.11973 0.30453 -0.68865
O 1.32771 1.03827 -1.62056
C -0.03097 -0.69477 -0.65383
C -1.26142 0.00344 -0.07609
O -0.97775 0.30364 1.28580
H 1.13305 0.64077 1.22301
H 2.07345 -0.57692 0.80087
H 0.22430 -1.51455 0.02578
H -0.24864 -1.10515 -1.64312
H -1.46828 0.92079 -0.64469
H -2.13298 -0.65999 -0.15339
H -1.61347 0.95477 1.60396
*
```

Output
Lowest unoccupied orbital energy (eV): 0.6
Frontier orbital gap (eV): 10.4
Relative energy (zero: lowest compared OMol25 entry of this formula, charge and spin) (kJ/mol): 130.53
SMILES string: NC(=O)CCO
HOMO (eV): -9.8

=====

[7]
3 unconnected molecules or ions with the total composition C3H7NO2. Source: the Open Molecules 2025 dataset; level of theory: ωB97M-V with the def2-TZVPD basis set.

Structure (ORCA input):
```
! wB97M-V def2-TZVPD RIJCOSX def2/J DEFGRID3
* xyz 0 1
C 0.36253 -1.59696 -0.58618
C 1.08227 -1.12321 0.39584
N 1.83517 -0.75707 1.30728
O 1.43027 0.43589 1.92111
C -1.02218 1.42202 0.36291
O -2.08253 1.36774 -0.20996
H -0.45990 -2.27975 -0.39565
H -1.25039 -0.00186 -2.81571
H 0.56058 -1.29757 -1.61099
H 2.10911 0.56191 2.59756
H -0.07184 1.62948 -0.16733
H -0.92782 1.26754 1.45348
H -1.56525 0.37184 -2.25237
*
```

Output
Lowest unoccupied orbital energy (eV): 0.5
Frontier orbital gap (eV): 10.5
Relative energy (zero: lowest compared OMol25 entry of this formula, charge and spin) (kJ/mol): 562.60
SMILES string: C=C=NO.[H][H].C=O
HOMO (eV): -10.0

=====

[8]
A single C3H7NO2 molecule. Source: the Open Molecules 2025 dataset; level of theory: ωB97M-V with the def2-TZVPD basis set.

Structure (ORCA input):
```
! wB97M-V def2-TZVPD RIJCOSX def2/J DEFGRID3
* xyz 0 1
C -0.41771 -0.03973 0.39328
C -0.30912 -1.22758 1.31329
N 0.78287 0.40468 -0.15576
C 0.86288 1.26524 -1.30070
O -0.29931 1.42792 -1.90197
O 1.94180 1.60860 -1.70629
H -1.07660 0.72532 -1.47520
H 1.59225 -0.19220 -0.04641
H -0.98892 0.79183 0.81349
H -1.25599 -0.21495 -0.60759
H -1.29719 -1.58910 1.58830
H 0.20451 -0.92413 2.22820
H 0.26053 -2.03589 0.85735
*
```

Output
Lowest unoccupied orbital energy (eV): 0.5
Frontier orbital gap (eV): 10.3
Relative energy (zero: lowest compared OMol25 entry of this formula, charge and spin) (kJ/mol): 166.56
SMILES string: CCNC(=O)O
HOMO (eV): -9.8

=====

[9]
A single C3H7NO2 molecule. Source: the Open Molecules 2025 dataset; level of theory: ωB97M-V with the def2-TZVPD basis set.

Structure (ORCA input):
```
! wB97M-V def2-TZVPD RIJCOSX def2/J DEFGRID3
* xyz 0 1
C 0.12866 -1.50100 0.80918
C 0.44319 -0.17846 0.18410
N 0.77813 0.67042 1.08563
O 0.09263 1.91148 0.82532
C -0.09183 0.12217 -1.20263
O 0.28240 1.34862 -1.75300
H 0.79751 -1.71697 1.64416
H -0.84039 -1.24133 1.26130
H -0.02773 -2.34789 0.14404
H -0.78018 1.59086 1.11642
H -1.18872 -0.01605 -1.17038
H 0.28710 -0.65274 -1.88242
H 0.11924 2.01088 -1.06171
*
```

Output
Lowest unoccupied orbital energy (eV): 0.6
Frontier orbital gap (eV): 10.3
Relative energy (zero: lowest compared OMol25 entry of this formula, charge and spin) (kJ/mol): 384.41
SMILES string: C/C(CO)=N/O
HOMO (eV): -9.6

=====

no.,energy (a.u.)
1,-248.08758
2,-323.66147
3,-323.69896
4,-323.71971
5,-323.76222
6,-323.73125
7,-323.56668
8,-323.71753
9,-323.63455